one | ORCA calculation (wB97M-V/def2-TZVPD) on one molecule with the formula C3H2N4O.

Summary:
Structure (SMILES): O=c1cnncnn1
Net charge: 0
E_HOMO, eV: -10.33

Last column: Mulliken charge in e.
Cartesian coordinates (Å):
O  -0.537  -2.309  0.791  -0.50
N  1.082  0.826  0.857  -0.26
N  1.117  1.021  -0.519  -0.25
N  -1.044  0.264  -1.235  -0.21
N  -1.336  -0.572  -0.356  -0.09
C  0.196  0.807  -1.288  0.19
C  -0.404  -1.088  0.467  0.40
C  0.335  -0.063  1.339  -0.07
H  0.383  1.026  -2.413  0.31
H  0.208  0.088  2.358  0.47

***

two | ORCA calculation (wB97M-V/def2-TZVPD) on one molecule with the formula C3H2N4O.

Summary:
Structure (SMILES): O=c1ncnncn1
Net charge: 0
E_HOMO, eV: -9.89

Last column: Mulliken charge in e.
Cartesian coordinates (Å):
O  -1.023  -0.079  -2.150  -0.46
N  -0.781  -1.310  -0.335  -0.31
N  0.986  0.246  -1.083  -0.36
N  -0.576  0.512  1.383  -0.12
N  0.247  1.291  1.011  -0.16
C  -0.293  -0.346  -1.261  0.63
C  -0.702  -0.877  0.897  0.02
C  1.179  0.964  -0.001  0.11
H  -1.216  -1.826  1.539  0.29
H  2.179  1.424  0.001  0.36

***

three | ORCA calculation (wB97M-V/def2-TZVPD) on one molecule with the formula C3H2N4O.

Summary:
Structure (SMILES): O=c1cnnncn1
Net charge: 0
E_HOMO, eV: -9.74

Last column: Mulliken charge in e.
Cartesian coordinates (Å):
O  0.601  2.090  0.397  -0.46
N  -0.127  -0.856  1.283  -0.18
N  -1.266  0.751  -0.277  -0.40
N  1.144  -1.089  -0.591  -0.22
N  0.975  -1.117  0.834  -0.05
C  -1.327  -0.348  0.476  0.16
C  0.190  1.124  -0.154  0.56
C  0.878  0.073  -0.980  -0.12
H  -2.350  -0.934  0.934  0.30
H  1.280  0.308  -1.921  0.41

***

Relative energy of each structure, in hartree: one 0.0418; two 0.0000; three 0.0340.

***

one | ORCA calculation (wB97M-V/def2-TZVPD) on C42H42ClO8P2S3W as an isolated structure.

Summary:
Spin multiplicity: 2
<S²>: 0.76
Net charge: +2
E_HOMO (alpha / beta), eV: -13.84 / -13.88

Last column: Mulliken charge in e.
Cartesian coordinates (Å):
W  -0.196  -0.004  -0.344  0.20
Cl  0.934  -3.691  1.642  -0.16
S  -1.900  1.764  -2.174  -0.30
S  -2.991  -1.216  -1.543  0.21
S  1.182  1.562  -1.406  -0.14
P  -0.160  2.234  -2.868  0.90
P  1.727  -1.889  -1.196  1.89
O  -2.769  1.833  2.272  -0.55
O  1.200  0.853  1.174  -0.41
O  0.285  1.601  -4.242  -0.13
O  -1.403  -1.182  -1.370  1.09
O  -1.618  -1.625  2.870  -0.55
O  -0.347  -1.249  1.077  -0.28
O  -1.545  1.019  0.596  -0.31
O  0.132  3.751  -3.012  -0.23
C  2.887  -0.874  -2.165  0.46
C  -4.124  -5.293  0.044  -0.60
C  -4.431  -4.989  -1.276  -0.82
C  -0.638  -4.968  -2.306  -0.52
C  -0.099  -5.407  -3.508  -0.91
C  0.215  0.187  -6.170  -1.56
C  -3.407  -2.851  -0.999  0.68
C  -2.401  -2.154  -4.061  0.31
C  -0.107  -3.850  -1.678  -0.40
C  3.492  0.346  -4.153  -0.98
C  -4.070  -3.762  -1.812  -0.44
C  0.723  2.072  1.870  -0.09
C  2.871  -2.923  -0.163  0.02
C  -0.723  -1.018  2.377  -0.57
C  -3.132  -3.124  0.339  -0.31
C  3.455  -4.487  1.615  -0.67
C  1.173  4.366  -3.855  -0.05
C  1.916  2.416  2.742  -1.00
C  1.547  -3.650  -3.420  -0.46
C  0.990  -4.746  -4.062  -0.93
C  -4.384  -0.550  -5.213  -0.82
C  4.158  -3.152  -0.686  -0.80
C  4.728  -4.638  1.105  -0.66
C  2.281  4.886  -2.977  -1.00
C  2.439  1.012  3.149  -0.81
C  4.642  0.788  -2.095  -0.87
C  1.500  0.081  2.398  -0.39
C  3.857  -0.157  -1.458  -0.73
C  0.986  -3.181  -2.233  1.18
C  -3.476  -4.363  0.849  -0.68
C  -3.615  -1.399  -5.997  -0.67
C  4.461  1.043  -3.450  -0.94
C  -4.169  -0.493  -3.844  -0.81
C  -0.327  0.386  -4.780  0.59
C  0.108  0.054  3.039  0.68
C  5.073  -3.982  -0.068  -0.98
C  -3.186  -1.302  -3.290  1.04
C  2.537  -3.661  0.978  1.06
C  2.705  -0.605  -3.515  -0.53
C  -2.624  -2.196  -5.426  -0.78
C  -1.711  1.471  1.876  -0.06
C  -0.435  1.494  2.696  -0.11
H  3.144  -5.025  2.501  0.53
H  -0.205  -0.728  -6.590  0.34
H  5.436  -5.285  1.606  0.43
H  -0.060  1.019  -6.818  0.45
H  -4.754  0.171  -3.217  0.51
H  -0.073  -0.440  -4.116  -0.22
H  1.429  -5.104  -4.984  0.51
H  -0.631  2.066  3.597  0.63
H  1.524  3.628  -4.573  0.18
H  2.382  0.830  4.222  0.41
H  1.302  0.093  -6.162  0.18
H  5.398  1.325  -1.535  0.45
H  3.015  5.404  -3.595  0.41
H  -2.654  -2.394  0.979  0.35
H  -4.316  -3.528  -2.838  0.49
H  -5.151  0.066  -5.664  0.44
H  2.435  -3.193  -3.835  0.47
H  -3.788  -1.446  -7.065  0.44
H  4.003  -0.337  -0.400  0.54
H  1.898  -0.886  2.114  0.10
H  -1.471  -5.490  -1.851  0.55
H  1.895  5.592  -2.243  0.31
H  3.348  0.539  -5.210  0.37
H  2.789  4.070  -2.459  0.16
H  4.456  -2.671  -1.605  0.50
H  -4.408  -6.253  0.455  0.43
H  0.440  2.808  1.126  0.68
H  0.117  -0.126  4.110  0.89
H  -4.957  -5.706  -1.892  0.44
H  6.051  -4.120  -0.509  0.46
H  1.941  -1.118  -4.082  0.22
H  -1.408  0.511  -4.774  0.41
H  -2.035  -2.859  -6.047  0.58
H  -1.640  -2.773  -3.599  -0.10
H  5.079  1.776  -3.954  0.48
H  2.656  2.963  2.161  0.35
H  3.470  0.860  2.839  0.37
H  -0.512  -6.276  -4.004  0.45
H  -3.259  -4.591  1.884  0.51
H  1.627  3.035  3.589  0.47
H  0.661  5.161  -4.387  0.36
H  -0.532  -3.513  -0.743  0.16

***

two | ORCA calculation (wB97M-V/def2-TZVPD) on C42H42ClO8P2S3W as an isolated structure.

Summary:
Spin multiplicity: 2
<S²>: 0.76
Net charge: +2
E_HOMO (alpha / beta), eV: -13.63 / -13.64

Last column: Mulliken charge in e.
Cartesian coordinates (Å):
W  1.115  -0.110  0.373  0.94
Cl  -1.268  -2.516  1.764  0.18
S  0.916  2.319  -0.580  -0.34
S  1.511  -0.192  -2.499  -0.35
S  1.971  -3.147  -0.687  -0.16
P  0.849  1.635  -2.456  1.24
P  -1.306  0.792  0.982  1.36
O  1.644  2.534  -3.459  -0.24
O  0.976  -1.970  -0.328  0.56
O  1.045  -0.881  2.102  -0.60
O  3.525  -1.392  0.951  -0.50
O  1.667  1.646  2.248  -0.18
O  2.027  -2.298  3.558  -0.55
O  -0.665  1.777  -2.845  -0.19
O  2.904  0.464  -0.054  -0.60
C  1.617  -3.471  -2.393  0.71
C  -2.768  -1.883  3.837  -0.64
C  -3.141  -0.939  -2.254  -0.32
C  -4.669  0.666  -1.320  -0.99
C  -2.022  4.800  0.654  -0.81
C  2.014  -1.236  3.072  -0.48
C  1.491  -6.656  1.069  -0.77
C  -2.142  2.340  -4.662  -1.36
C  2.825  -0.022  3.431  0.28
C  -1.594  5.292  1.882  -0.88
C  2.449  -4.407  -4.424  -0.82
C  -1.095  1.370  -4.190  -0.27
C  -3.020  0.798  3.200  -0.77
C  -2.181  -0.557  -1.329  0.36
C  1.429  3.992  -3.580  -0.23
C  -2.466  0.413  -0.371  0.61
C  0.121  -6.857  1.031  -0.51
C  0.384  -3.193  -2.974  0.84
C  3.413  2.864  3.244  -1.02
C  0.199  -3.531  -4.303  -0.71
C  -1.929  3.447  0.372  -0.72
C  -2.175  0.008  2.412  0.29
C  -2.114  -1.360  2.738  0.25
C  -0.212  -4.708  -0.005  -0.45
C  -3.715  0.269  4.276  -0.86
C  -3.564  -1.062  4.614  -0.69
C  2.657  -4.066  -3.093  -0.43
C  -1.435  2.565  1.328  0.96
C  -0.731  -5.880  0.507  -0.79
C  -4.384  -0.323  -2.256  -0.88
C  2.476  2.289  4.345  -0.76
C  3.099  1.970  2.064  -0.72
C  1.819  1.132  3.620  -0.72
C  2.032  -5.475  0.577  -0.47
C  3.690  0.567  2.233  0.67
C  -3.723  1.018  -0.367  -0.31
C  1.169  -4.534  0.036  1.19
C  -0.991  3.065  2.557  -1.05
C  2.520  4.738  -2.853  -1.08
C  3.407  -0.224  1.009  -0.57
C  -1.070  4.426  2.833  -1.22
C  1.228  -4.138  -5.025  -0.68
H  2.146  -7.415  1.481  0.45
H  3.106  -5.295  0.618  0.43
H  2.388  5.813  -3.015  0.40
H  4.472  2.820  3.512  0.43
H  -1.661  6.355  2.094  0.43
H  -2.579  1.987  -5.604  0.42
H  -4.083  -1.473  5.475  0.42
H  -2.233  3.080  -0.600  0.57
H  -0.733  4.806  3.794  0.49
H  -1.803  -6.045  0.485  0.49
H  4.759  0.541  2.433  0.65
H  2.490  4.546  -1.778  0.19
H  0.857  0.821  4.007  1.00
H  3.167  3.897  3.005  0.39
H  -2.925  -1.725  -2.974  0.60
H  3.011  1.936  5.224  0.45
H  -2.661  -2.938  4.071  0.54
H  3.250  2.418  1.101  0.84
H  -0.867  -3.952  -0.429  0.56
H  -0.296  -7.782  1.416  0.44
H  1.736  3.018  4.667  0.27
H  -0.407  -2.710  -2.408  -0.42
H  -2.941  2.420  -3.918  0.26
H  0.434  4.236  -3.205  0.27
H  -1.716  3.333  -4.828  0.32
H  3.244  -4.881  -4.986  0.45
H  -4.378  0.906  4.850  0.46
H  -0.756  -3.328  -4.782  0.48
H  -5.136  -0.616  -2.983  0.46
H  3.614  -4.266  -2.615  0.48
H  -0.604  2.393  3.312  0.77
H  -1.223  -1.008  -1.367  -0.38
H  3.416  -0.242  4.310  0.75
H  -5.639  1.156  -1.322  0.48
H  -1.489  0.366  -4.104  0.18
H  1.074  -4.399  -6.070  0.44
H  3.502  4.451  -3.234  0.32
H  -3.157  1.842  2.963  0.41
H  -0.236  1.347  -4.857  0.64
H  -2.431  5.476  -0.090  0.51
H  1.456  4.187  -4.645  0.41
H  -3.976  1.758  0.387  0.48

***

Relative energy of each structure, in hartree: one 0.0000; two 0.0507.

***

one | ORCA calculation (wB97M-V/def2-TZVPD) on a 2-piece molecular cluster, C5H8N3O overall.

Summary:
Net charge: +1
E_HOMO (alpha / beta), eV: -13.43 / -12.95

Last column: Mulliken charge in e.
Cartesian coordinates (Å):
O  -0.888  1.217  0.175  -0.08
N  1.752  1.032  0.049  0.44
N  2.972  0.717  0.021  -0.72
N  3.130  -0.534  -0.041  -0.24
C  -1.275  -1.259  -0.104  -1.22
C  -1.955  1.718  -0.247  -0.01
C  1.966  -1.154  -0.031  -0.37
C  -0.405  -0.105  0.271  0.35
C  0.976  -0.164  -0.028  0.16
H  1.538  1.976  -0.287  0.31
H  1.814  -2.178  0.052  0.41
H  -2.383  -1.219  0.243  0.38
H  -1.365  -1.318  -1.271  0.38
H  -0.325  -0.484  2.093  0.25
H  -0.768  -2.234  0.170  0.36
H  -2.943  1.247  -0.373  0.31
H  -1.843  2.744  -0.690  0.29

***

two | ORCA calculation (wB97M-V/def2-TZVPD) on an isolated ion of composition C5H8N3O and charge +1.

Summary:
Structure (SMILES): C=NC=C=NCOC=[NH2+]
Net charge: +1
E_HOMO, eV: -12.13

Last column: Mulliken charge in e.
Cartesian coordinates (Å):
O  -2.015  -0.130  0.010  -0.34
N  2.183  0.371  -0.353  -0.37
N  -0.268  -1.912  -0.203  -0.34
N  -1.655  2.053  -0.314  -0.26
C  1.450  -0.432  -1.199  -0.43
C  -1.289  0.867  0.103  0.44
C  2.721  0.243  0.768  -0.25
C  -1.521  -1.556  0.335  -0.23
C  0.613  -1.200  -0.624  0.54
H  1.857  -0.576  -2.255  0.33
H  -2.462  -2.176  0.032  0.28
H  -2.624  2.073  -0.657  0.28
H  2.909  -0.706  1.312  0.29
H  -0.226  0.649  0.517  0.25
H  -1.201  2.895  -0.195  0.23
H  3.050  1.214  1.235  0.28
H  -1.522  -1.679  1.488  0.32

***

three | ORCA calculation (wB97M-V/def2-TZVPD) on an isolated ion of composition C5H8N3O and charge +1.

Summary:
Structure (SMILES): [NH2+]=C1C[C@H](C=O)N=CN1
Net charge: +1
E_HOMO, eV: -13.47

Last column: Mulliken charge in e.
Cartesian coordinates (Å):
O  3.297  1.426  -0.405  -0.41
N  1.210  -1.170  -1.114  -0.40
N  -1.099  -0.629  -0.892  -0.16
N  -1.976  0.824  0.679  -0.34
C  1.607  -0.329  -0.038  0.06
C  3.046  0.270  -0.453  -0.05
C  0.474  0.679  0.387  -0.89
C  0.031  -1.272  -1.495  -0.15
C  -0.963  0.241  0.093  0.67
H  -1.837  1.521  1.396  0.25
H  0.572  0.930  1.443  0.47
H  3.725  -0.537  -0.743  0.38
H  -2.016  -0.897  -1.232  0.25
H  -0.215  -1.906  -2.333  0.39
H  0.634  1.606  -0.179  0.39
H  1.851  -0.990  0.805  0.31
H  -2.930  0.613  0.417  0.23

***

Relative energy of each structure, in hartree: one 0.2751; two 0.1368; three 0.0000.